DFT (wB97M-V/def2-TZVPD) results for 4 unconnected molecules or ions with the total composition C3H9NOS at a distorted geometry.

Results
HOMO = -10.0414 eV
E_LUMO = -0.597 eV
Charge = 0

XYZ file:
```
15
Properties=species:S:1:pos:R:3:forces:R:3:nbo_charge:R:1
C -1.76882 1.58830 -0.56258 -0.12 0.62 0.46 -0.391
C 0.67933 -2.53136 0.74554 -0.98 0.13 -3.40 -0.467
C -0.52409 1.47614 -0.11702 -0.84 2.11 0.73 -0.376
N 0.59152 -1.16046 1.17854 0.20 0.77 1.24 -0.761
O -0.32001 -1.69216 3.53388 0.70 0.26 -0.44 -0.875
S 0.30445 -0.73808 2.61651 -0.84 -0.44 -0.98 1.454
H 3.26515 -2.06534 1.64485 -1.93 1.17 -1.79 0.002
H -2.58174 2.31178 -0.38470 0.94 -0.14 0.42 0.200
H -2.04868 0.82985 -1.23235 -0.57 -0.90 -0.97 0.180
H 1.51566 -2.61037 -0.07447 -1.54 -0.09 1.83 0.221
H -0.27077 -2.87697 0.20877 1.06 0.61 0.81 0.227
H 0.79682 -3.10276 1.61599 0.55 -1.54 0.76 0.213
H 0.00614 2.14762 0.56881 -0.52 -0.08 -0.17 0.189
H 0.06127 0.71658 -0.50447 1.05 -1.47 -0.55 0.194
H 2.65157 -1.74501 1.13452 2.85 -1.00 2.06 -0.010
```
Forces are in eV/Å.